Entry 1:
25
Properties=species:S:1:pos:R:3 method="wB97M-V/def2-TZVPD" e_lumo_ev="-4.8 / -6.1" multiplicity=1 e_above_lowest_kcal_mol=124.1 e_tot_ha=-402.0181 total_charge=+1
N -0.298 -1.058 -0.228
H -2.062 -2.134 -0.943
H -1.978 0.480 2.181
C -0.195 2.427 0.436
H -0.909 -1.714 -2.148
N -0.564 -0.011 0.686
H -1.176 2.377 0.099
C -1.319 -1.327 -1.184
H 2.270 -0.041 -1.715
H 1.484 -1.587 0.758
C 1.949 1.047 -1.490
H 2.625 1.440 -0.655
H -2.150 -1.287 1.502
N 0.581 0.724 -1.087
C -1.420 -0.438 1.840
H 0.354 3.209 -0.114
H -0.765 -0.743 2.597
H -0.204 2.632 1.488
C 0.662 -1.958 0.128
H 1.327 0.900 0.954
H 0.312 -2.616 0.929
H 1.904 1.636 -2.451
H 1.027 -2.577 -0.709
C 0.315 1.028 0.314
H -1.771 -0.410 -1.188


Entry 2:
26
Properties=species:S:1:pos:R:3 method="wB97M-V/def2-TZVPD" e_lumo_ev=0.9 multiplicity=1 e_above_lowest_kcal_mol=23.2 e_tot_ha=-457.1741
H -3.428 -1.599 1.059
C 1.338 -0.953 0.993
H 1.680 -1.014 2.028
N 1.965 -0.544 -2.176
H -0.852 -2.112 -0.908
H 2.797 1.164 -1.294
H 1.230 1.616 2.111
H -0.887 0.791 -1.032
H -2.579 1.675 0.172
C 0.290 0.133 0.853
N -2.884 0.796 0.558
H 2.834 -1.045 -1.981
N -2.565 -1.541 0.527
H 1.614 1.831 0.442
H 0.930 -1.930 0.734
H 0.336 -1.224 -1.715
H 1.151 1.311 -2.108
C 0.804 1.542 1.102
H 2.217 -0.782 0.375
H -3.769 0.715 1.038
C -2.223 -0.360 0.210
C 1.976 0.678 -1.816
C -0.914 -0.160 -0.495
H -0.428 -0.047 1.657
H 0.009 2.284 1.020
N -0.642 -1.225 -1.356